(1)
115
Properties=species:S:1:pos:R:3:forces:R:3:mulliken_charge:R:1 method="wB97M-V/def2-TZVPD" largest_force_ev_per_a=4.880 smiles="CC(C)=N[C@]1(Cc2ccc(C)cc2)C[C@@](Cc2ccccc2)(Cc2cccc(C)c2)NC1=O.BrCCBr.BrCCBr.BrCCBr.BrCCBr.BrCCBr.BrCCBr" homo_ev=-7.64 e_tot_ev=-890017.28058 orbital_gap_ev=8.102
C -3.46144 4.42732 0.29935 0.1 0.1 1.0 -0.587
C -3.23142 3.17748 1.31155 -0.2 -0.4 -0.3 0.678
C -3.86307 3.39507 2.79337 -1.3 0.1 -1.8 -0.787
N -2.62144 2.04617 0.97617 1.0 2.5 2.8 -0.253
C -1.14119 2.19903 0.83844 2.4 1.8 -1.5 1.395
C -0.60604 2.69705 -0.59456 0.7 -1.1 -1.0 -0.775
C -0.43500 1.53422 -1.68525 0.6 -2.0 -2.7 0.495
C -1.01947 0.10589 -1.59212 2.0 1.2 -3.1 -0.025
C -0.75940 -0.88491 -2.79044 1.2 2.7 -0.7 -0.760
C 0.05171 -0.48587 -4.06244 -0.5 2.4 1.9 0.773
C 0.31146 -1.45694 -5.31445 0.2 0.9 0.9 -0.750
C 0.64383 0.95788 -4.16054 -2.3 -0.8 4.0 -0.842
C 0.39014 1.91284 -2.97049 -1.1 -2.6 -0.2 -0.508
C -0.20681 1.02441 1.47264 -0.1 0.3 0.1 -0.987
C -0.04391 1.34130 3.07118 -0.1 -0.3 0.1 1.377
C -0.68625 0.16210 3.95710 -1.9 -0.1 -0.2 -1.127
C -2.26468 0.26362 4.17288 -3.5 0.3 0.9 0.597
C -2.79626 1.07271 5.40028 -2.5 -1.5 -1.9 -0.124
C -4.32161 1.20024 5.73668 1.2 -2.2 -3.0 -0.679
C -5.37146 0.48542 4.82998 4.4 0.1 -0.6 0.318
C -4.85107 -0.30729 3.57606 1.9 1.4 2.3 -0.635
C -3.32171 -0.43764 3.23932 -1.6 2.1 3.3 -0.350
C 1.49256 1.38225 3.64854 0.2 0.2 -0.6 -1.269
C 1.76132 2.58843 4.65506 1.9 3.2 1.8 0.916
C 0.92695 2.93962 5.91213 1.8 1.5 -0.5 -0.304
C 1.20977 4.14845 6.85153 2.4 -0.7 -3.3 -0.568
C 2.41997 5.07333 6.55191 -0.9 -3.4 -2.4 -0.679
C 3.30951 4.73339 5.32403 -1.7 -1.3 0.5 0.643
C 4.60412 5.64491 4.98985 -1.1 -0.7 -0.5 -0.979
C 2.99921 3.52032 4.36908 -2.5 0.7 3.5 -0.660
N -0.58692 2.71926 3.15758 -0.1 0.5 -0.7 0.368
C -0.63514 3.38394 1.84760 0.0 0.8 0.1 -1.166
O -0.31690 4.57148 1.57011 -1.6 -4.4 1.4 -0.631
H -4.08827 5.23806 0.83784 0.9 -1.4 -1.0 0.382
H -2.48609 4.94027 -0.00384 -1.2 -0.9 0.3 0.249
H -4.02075 4.01667 -0.62004 1.0 0.7 1.6 -0.200
H -4.15608 2.41317 3.29352 0.7 1.4 -0.7 -0.105
H -4.80626 4.03809 2.62161 1.3 -1.0 0.6 0.502
H -3.14116 4.03773 3.41081 -0.8 -1.0 -1.0 0.217
H 0.44053 3.17377 -0.45424 -1.7 -0.8 -0.2 0.422
H -1.25424 3.51195 -1.07609 0.7 -1.2 1.0 0.260
H -1.64564 -0.21002 -0.67774 1.1 0.5 -1.8 0.226
H -1.19764 -1.95207 -2.79355 0.7 2.0 0.2 0.243
H -0.62690 -2.01281 -5.64922 1.3 0.6 0.7 0.307
H 1.16102 -2.16785 -4.99499 -1.5 0.9 -0.9 0.033
H 0.64925 -0.79233 -6.19855 -0.4 -1.2 1.5 0.263
H 1.25086 1.35051 -5.04673 -1.1 -0.9 1.4 0.200
H 0.80704 2.98341 -3.04824 -0.7 -1.9 0.2 0.235
H 0.87348 1.12043 1.07709 -1.9 -0.3 0.0 0.139
H -0.67940 0.00753 1.25104 1.0 1.4 0.5 0.188
H -0.50132 -0.82001 3.37221 0.0 1.6 1.1 0.476
H -0.20857 0.09621 4.99598 -0.6 0.1 -1.6 0.570
H -2.06764 1.58535 6.11164 -1.0 -0.9 -1.2 0.131
H -4.64032 1.78811 6.67088 0.5 -1.0 -1.7 0.294
H -6.47541 0.55892 5.09923 1.9 -0.2 -0.6 -0.276
H -5.66910 -0.81516 2.94230 1.7 0.8 1.0 0.322
H -3.01530 -1.05211 2.33365 -0.4 1.0 1.4 0.202
H 2.17969 1.50440 2.73239 -0.8 0.0 1.5 0.312
H 1.75794 0.36236 4.12746 -0.4 1.7 -0.7 0.346
H 0.01884 2.27709 6.13431 1.5 1.1 -0.3 0.093
H 0.53688 4.36940 7.74050 1.0 -0.5 -1.4 0.325
H 2.63830 5.97546 7.21512 -0.3 -1.5 -1.1 0.275
H 4.45659 6.05747 3.92792 0.3 -0.6 1.5 0.302
H 5.54121 4.97748 4.97617 -1.4 1.2 0.2 0.183
H 4.70424 6.53877 5.69737 -0.1 -1.5 -0.9 0.326
H 3.69942 3.33132 3.49087 -1.2 0.3 1.3 0.198
H -1.33684 2.90920 3.83254 0.7 0.1 -0.4 0.220
Br 8.00465 6.35415 5.98262 0.2 0.0 0.1 -0.121
C 8.90792 5.01877 7.07758 0.0 0.0 -0.3 -0.570
C 7.91559 4.13284 7.78970 0.0 -0.1 0.3 -0.548
Br 7.12193 5.04540 9.31810 0.0 0.0 -0.1 -0.121
H 9.56925 5.55792 7.75581 -0.2 -0.1 0.0 0.372
H 9.50933 4.43667 6.37724 -0.1 0.0 0.1 0.334
H 8.41382 3.25719 8.20906 0.0 0.1 -0.1 0.342
H 7.09339 3.80676 7.15218 0.2 0.1 0.0 0.319
Br 1.57724 -4.45405 -7.76731 0.0 0.1 0.0 -0.129
C 3.45638 -4.12224 -7.36980 -0.1 -0.1 -0.2 -0.565
C 3.90248 -4.89204 -6.15185 0.2 0.1 0.2 -0.596
Br 3.26758 -4.05044 -4.51261 0.0 -0.1 0.0 -0.168
H 3.57368 -3.04346 -7.26543 0.0 -0.2 0.1 0.456
H 3.99806 -4.45840 -8.25588 0.0 0.0 0.1 0.268
H 4.99071 -4.88675 -6.07100 -0.1 0.0 -0.1 0.380
H 3.54705 -5.92249 -6.13870 0.0 0.2 -0.1 0.347
Br -8.90935 0.34247 5.58178 -0.4 -0.1 0.0 -0.123
C -9.54954 -1.22214 6.55144 0.0 0.2 0.2 -0.586
C -8.45917 -2.25348 6.70609 0.0 -0.3 -0.1 -0.605
Br -8.17082 -3.23236 5.04560 0.1 0.1 0.1 -0.120
H -10.42225 -1.59392 6.01461 0.2 0.0 0.0 0.368
H -9.86215 -0.84408 7.52628 0.1 -0.1 -0.1 0.345
H -8.74775 -3.01134 7.43626 0.0 0.1 -0.1 0.360
H -7.49846 -1.82555 6.99371 -0.2 0.0 -0.1 0.362
Br -7.02984 3.27849 -0.63672 0.0 0.1 -0.1 -0.119
C -7.09565 3.17218 -2.58200 -0.2 -0.1 0.1 -0.593
C -6.02825 2.24977 -3.11651 0.2 0.1 -0.2 -0.585
Br -4.27589 3.10258 -3.08879 -0.1 -0.2 -0.1 -0.105
H -7.01301 4.19144 -2.95929 0.1 -0.2 0.0 0.348
H -8.08934 2.78373 -2.81170 0.1 0.0 0.0 0.351
H -6.21309 2.01544 -4.16620 0.0 0.1 0.1 0.350
H -5.93854 1.32129 -2.55224 -0.1 0.2 0.0 0.376
Br 4.21407 -7.54045 -9.42822 0.0 0.0 0.0 -0.091
C 3.91491 -6.71937 -11.17064 0.2 0.1 0.1 -0.616
C 2.58239 -6.01392 -11.22284 -0.2 0.0 -0.2 -0.202
Br 1.11724 -7.28361 -11.41956 0.1 0.1 0.1 -0.117
H 4.01460 -7.50962 -11.91524 -0.1 0.1 0.1 0.386
H 4.73217 -6.00626 -11.29265 -0.1 0.0 0.0 0.346
H 2.52192 -5.37162 -12.10310 0.1 -0.1 0.1 0.369
H 2.37219 -5.42194 -10.33161 0.1 -0.1 -0.1 -0.060
Br 4.80536 -11.37154 -7.76644 0.0 -0.1 -0.1 -0.132
C 5.87108 -12.15679 -9.19701 0.1 0.1 0.3 -0.582
C 6.10186 -11.16901 -10.31361 0.0 -0.1 -0.3 -0.555
Br 4.51234 -10.97164 -11.42363 0.1 0.1 0.1 -0.128
H 5.35326 -13.05974 -9.52045 0.1 0.2 0.0 0.369
H 6.81660 -12.43370 -8.72764 -0.1 0.1 -0.1 0.338
H 6.87825 -11.52884 -10.99091 -0.1 0.0 0.1 0.352
H 6.36808 -10.17250 -9.95985 -0.1 -0.2 0.0 0.324

(2)
123
Properties=species:S:1:pos:R:3:forces:R:3:mulliken_charge:R:1 method="wB97M-V/def2-TZVPD" largest_force_ev_per_a=8.168 homo_ev=-5.80 e_tot_ev=-108182.31183 charge=-1 orbital_gap_ev=7.469
C -1.90361 1.15851 -1.23404 0.2 -0.7 -1.0 0.009
C -0.48661 0.72837 -0.46488 -0.1 0.8 -0.8 0.040
B -0.29400 1.53197 0.98263 1.5 0.8 -1.3 0.119
O 0.95946 2.36122 1.07633 -2.8 -0.5 -1.1 -0.814
C -1.42274 1.46823 2.22226 0.3 -2.7 0.8 0.452
P -2.01446 3.32449 2.20947 -0.2 1.9 -5.8 0.889
O -1.84259 3.78089 0.67224 -0.3 -1.7 5.3 -0.733
O -3.70553 3.51042 2.57941 2.7 -1.0 0.1 -0.619
O -0.94524 4.35695 3.13238 -1.0 -2.3 -1.5 -0.535
O -2.42985 0.42905 1.87711 0.2 3.0 -0.6 0.208
B -2.28855 -0.92490 2.52114 1.4 -0.2 0.3 -0.244
C -1.47443 -2.06454 1.59851 -0.4 -1.3 -1.9 -0.023
C -1.96442 -3.60426 1.88825 0.1 0.6 0.3 -0.665
C -1.07293 -4.76479 1.14390 -1.6 -0.2 1.2 0.792
F -1.75499 -6.07649 1.45460 2.4 3.3 -1.4 -0.310
F 0.28448 -4.86846 1.73023 -3.9 0.1 -2.6 -0.268
F -1.10456 -4.57504 -0.32704 0.8 -1.1 4.5 -0.256
C -3.77227 -1.43008 3.11391 -2.1 0.1 0.1 0.043
C -4.89560 -1.56602 1.88509 2.2 -0.7 -4.9 -0.339
O -4.51136 -1.71123 0.58981 -2.4 1.0 7.8 -0.522
N -6.38699 -1.48594 2.13115 1.5 0.0 1.2 0.154
C -6.84184 -0.10532 2.55146 -1.2 1.0 -0.7 -0.429
C -6.88806 -2.57631 3.05211 -1.2 -0.7 -0.3 -0.897
O -1.22803 -0.61494 3.54403 0.8 3.2 0.9 -0.502
C -0.96027 0.85583 3.67070 0.0 -2.0 -0.4 0.507
C 0.58257 1.03454 4.19493 0.4 0.7 1.9 -0.125
C 0.58833 1.53409 5.79118 0.2 0.8 2.8 -0.117
C 0.68977 0.38344 6.96848 -0.4 5.3 1.2 -0.258
C 0.64286 0.93617 8.53489 -0.2 1.9 -3.1 -0.368
C 0.49902 2.55369 8.89866 0.1 -0.5 -3.4 -0.306
C 0.44256 3.71566 7.72328 0.2 -5.1 -1.2 -0.475
C 0.49091 3.15910 6.14889 0.1 -2.1 3.4 -0.034
P -2.36402 1.33260 4.93482 -0.4 -0.9 0.3 0.085
S -2.70422 -0.08015 6.25390 0.1 0.5 0.1 -0.390
H -1.94298 2.31405 -1.48864 0.1 -2.4 0.9 0.233
H -2.86320 0.79470 -0.67148 2.0 0.9 -0.9 -0.114
H -1.90870 0.60871 -2.29077 0.0 1.1 2.2 -0.215
H 0.37433 1.08763 -1.20976 -1.6 -0.7 1.6 0.192
H -0.35092 -0.43141 -0.36351 -0.5 2.2 -0.1 -0.117
H 1.05185 2.76017 0.15696 0.1 -1.0 1.6 0.188
H -4.18784 2.65600 2.37203 1.1 1.1 0.2 0.406
H -0.05306 4.29761 2.64602 -1.9 -0.1 0.6 0.374
H -1.80401 -1.82150 0.47736 1.0 -0.7 2.1 -0.018
H -0.30694 -2.00657 1.74234 -2.3 0.0 -0.4 0.193
H -3.09427 -3.67752 1.56900 2.4 -0.2 0.3 0.082
H -1.94342 -3.77365 3.06238 0.3 -0.1 -2.5 0.206
H -3.68117 -2.43291 3.74804 -0.5 2.0 -1.5 0.136
H -4.24641 -0.63915 3.86393 0.9 -1.7 -1.4 0.209
H -5.98978 0.71327 2.53078 -1.5 -1.9 0.3 -0.026
H -7.63210 0.24746 1.73057 1.6 -0.6 1.8 0.264
H -7.42848 -0.09580 3.58528 1.6 -0.1 -2.0 0.282
H -6.44210 -3.63017 2.72409 -0.8 2.4 0.9 0.274
H -8.06007 -2.66660 2.85599 2.4 0.2 0.4 0.340
H -6.76220 -2.35415 4.19681 0.1 -0.5 -2.0 0.294
H 1.21739 1.83069 3.61820 -1.5 -1.5 0.8 0.129
H 1.18663 0.01573 4.18852 -1.7 2.0 -0.3 0.299
H 0.78974 -0.75868 6.68137 -0.3 2.7 0.7 0.273
H 0.68891 0.08826 9.36651 -0.1 2.3 -1.8 0.245
H 0.42972 2.95443 10.01885 0.2 -1.3 -2.7 0.249
H 0.33928 4.87656 7.97534 0.3 -3.0 -0.6 0.273
H 0.43242 3.98623 5.31994 0.1 -2.1 1.6 0.166
H -2.17753 2.63605 5.51941 -0.1 -0.5 -0.7 0.158
H -3.59232 1.42170 4.13766 1.3 0.4 0.3 -0.040
N -5.51758 0.66171 -1.81194 0.0 0.1 -0.2 0.213
C -4.83687 0.21938 -2.91626 -0.1 0.0 0.1 -0.399
C -5.44291 0.75284 -4.03176 0.3 -0.2 0.1 -0.623
C -6.52357 1.54971 -3.58408 -0.3 0.2 0.2 -0.559
C -6.54465 1.47780 -2.20919 0.0 -0.1 0.0 -0.524
H -5.29613 0.42395 -0.85379 0.0 -0.1 -0.3 0.166
H -3.98280 -0.43662 -2.81415 -0.2 0.1 0.0 0.572
H -5.13873 0.58703 -5.05710 0.0 0.0 0.2 0.411
H -7.21186 2.11565 -4.19845 0.1 -0.1 0.1 0.366
H -7.20165 1.93523 -1.48154 0.1 -0.1 -0.1 0.378
N 3.34789 4.46806 -1.78166 0.0 0.0 0.0 0.027
C 2.76173 3.81778 -2.83622 -0.1 -0.1 -0.1 -0.570
C 3.73344 3.07980 -3.47446 -0.4 0.1 0.0 -0.447
C 4.94717 3.28769 -2.77669 0.2 0.2 0.3 -0.350
C 4.67950 4.14668 -1.73437 0.1 0.0 -0.1 -0.719
H 2.87216 5.08738 -1.13843 0.2 -0.2 -0.3 0.237
H 1.70652 3.93678 -3.04260 0.2 0.0 0.0 0.464
H 3.58400 2.45788 -4.34751 0.0 0.1 0.1 0.452
H 5.91240 2.85666 -3.00910 -0.2 0.1 0.1 0.455
H 5.32117 4.55667 -0.96591 -0.1 -0.1 -0.2 0.462
N 6.24745 2.84644 1.99828 0.0 0.0 0.0 0.043
C 5.66129 2.19616 0.94372 0.0 -0.1 -0.1 -0.924
C 6.63301 1.45818 0.30548 -0.4 0.1 0.0 -0.463
C 7.84673 1.66607 1.00325 0.2 0.2 0.3 -0.484
C 7.57906 2.52506 2.04557 0.2 0.0 0.0 -0.494
H 5.77172 3.46576 2.64151 0.2 -0.3 -0.2 0.215
H 4.60608 2.31516 0.73734 0.2 -0.1 0.0 0.874
H 6.48356 0.83626 -0.56757 0.0 0.1 0.2 0.476
H 8.81197 1.23504 0.77084 -0.2 0.1 0.1 0.374
H 8.22074 2.93505 2.81403 -0.1 -0.1 -0.1 0.381
N 2.10238 -2.75962 -2.80434 0.1 0.0 0.1 0.231
C 1.61646 -3.67414 -1.90652 -0.1 -0.1 0.0 -0.679
C 2.68989 -4.30629 -1.31971 -0.4 0.0 0.0 -0.448
C 3.86464 -3.74923 -1.87907 0.2 0.3 -0.3 -0.655
C 3.47252 -2.79466 -2.79065 0.1 0.1 -0.1 -0.488
H 1.53828 -2.15314 -3.38537 0.1 -0.3 0.2 0.168
H 0.55131 -3.79758 -1.76359 0.2 0.0 0.0 0.568
H 2.63301 -5.08373 -0.56893 0.0 0.2 -0.1 0.442
H 4.88664 -4.01526 -1.64193 -0.1 0.1 0.0 0.365
H 4.04964 -2.14002 -3.42998 -0.1 -0.1 0.1 0.495
N 6.04256 -3.35020 -5.53832 0.0 -0.1 0.0 0.034
C 4.88774 -4.01780 -5.85333 -0.1 -0.1 0.0 -0.517
C 4.57642 -3.73447 -7.16443 -0.1 -0.2 0.3 -0.424
C 5.58213 -2.87026 -7.65933 0.4 0.2 0.0 -0.429
C 6.47617 -2.65188 -6.63516 0.0 0.1 -0.1 -0.548
H 6.50324 -3.37040 -4.63777 -0.2 0.0 -0.3 0.229
H 4.38685 -4.63439 -5.11907 0.0 0.1 -0.1 0.418
H 3.71838 -4.11063 -7.70628 0.1 0.0 0.1 0.473
H 5.64754 -2.45273 -8.65576 0.0 -0.1 0.2 0.385
H 7.38065 -2.05988 -6.59270 -0.2 -0.1 0.0 0.381
N 0.33078 -0.64395 -5.50609 0.0 0.0 0.0 0.035
C 0.74140 -1.41954 -6.55889 0.1 -0.1 -0.1 -0.527
C -0.37897 -1.84026 -7.24004 0.4 0.0 0.0 -0.532
C -1.50463 -1.29431 -6.57816 -0.1 0.3 0.3 -0.379
C -1.03714 -0.55767 -5.51292 -0.2 0.0 0.0 -0.533
H 0.94157 -0.20341 -4.83044 -0.2 0.0 -0.3 0.218
H 1.79276 -1.60649 -6.73184 -0.2 0.0 0.0 0.483
H -0.38483 -2.47115 -8.11940 0.0 0.1 0.2 0.393
H -2.54429 -1.42397 -6.84976 0.2 0.0 0.1 0.403
H -1.55947 0.01791 -4.76042 0.0 -0.1 -0.1 0.426